The following is a DFT calculation (ωB97M-V with the def2-TZVPD basis set) of a molecular structure, C68H138B2ClF8N16 at a distorted geometry.

```
! wB97M-V def2-TZVPD RIJCOSX def2/J DEFGRID3
* xyz 7 1
C 2.48187 -1.34042 -0.29347
C 1.72104 -1.31363 0.99866
N 0.40455 -0.56438 0.76878
C -0.30843 -0.63822 -0.32747
C -1.47995 0.24146 -0.05659
N -1.26674 0.88812 1.06000
C -0.05095 0.46004 1.50860
C -2.17644 1.89638 1.73372
H 2.51753 -0.39632 -0.81697
H 2.09390 -2.05250 -1.03874
H 3.53300 -1.69337 -0.22007
H 2.23315 -0.85869 1.77241
H 1.45098 -2.34766 1.25330
H -0.07326 -1.00929 -1.31492
H -2.47259 0.24545 -0.60212
H 0.43780 0.91640 2.34713
H -2.05102 1.73103 2.76696
H -3.15029 1.70147 1.34867
H -1.91239 2.90341 1.49674
C -6.08748 -8.55217 -10.16271
C -6.42916 -9.24675 -8.85404
N -5.53264 -8.82853 -7.72317
C -5.84250 -7.68285 -6.96805
C -4.68479 -7.43899 -6.23258
N -3.79181 -8.46855 -6.52411
C -4.33243 -9.24002 -7.42333
C -2.49466 -8.69219 -5.92239
H -5.19749 -8.96197 -10.58844
H -6.05554 -7.50750 -10.07878
H -6.90020 -8.77410 -10.87813
H -6.18238 -10.32486 -8.94054
H -7.43382 -9.10626 -8.51749
H -6.83982 -7.21133 -7.07023
H -4.34500 -6.71042 -5.52574
H -3.87505 -10.15041 -7.82304
H -2.56599 -9.37739 -5.07120
H -2.03608 -7.78281 -5.51010
H -1.84937 -9.10431 -6.69772
C -1.96074 10.83043 -1.55576
C -0.47670 10.99710 -1.12447
N -0.35076 11.85387 0.16370
C 0.47278 11.54652 1.22740
C 0.46739 12.60665 2.07966
N -0.34709 13.56695 1.53206
C -0.82368 13.12805 0.38363
C -0.58599 14.82308 2.27725
H -1.96803 10.34891 -2.49231
H -2.43248 11.78683 -1.61254
H -2.48881 10.21596 -0.81275
H 0.12547 11.50740 -1.86119
H -0.05037 9.99677 -0.94370
H 1.11217 10.66348 1.18353
H 1.02483 12.82641 2.98435
H -1.47191 13.70190 -0.25979
H 0.30191 15.13248 2.85022
H -1.42692 14.75778 2.96658
H -0.77690 15.65673 1.55827
C -2.46170 8.51095 16.31726
C -2.03467 7.43720 17.36337
N -1.96235 5.61612 16.62468
C -2.85736 5.05817 15.91836
C -2.54661 3.57605 15.80384
N -1.54091 3.37886 16.49845
C -1.06558 4.63553 17.11256
C -0.74186 2.11253 16.71639
H -2.73042 9.57191 16.77220
H -3.05203 8.26056 15.38866
H -1.64510 9.33235 16.02183
H -2.86837 7.23230 18.10669
H -1.05369 7.54034 17.83538
H -3.74964 5.48012 15.42282
H -3.09871 2.76453 15.34606
H -0.15343 4.67178 17.70454
H -1.37373 1.27427 16.36481
H -0.49664 2.04046 17.76952
H 0.25923 2.24858 16.23945
C 6.88170 -3.01180 6.68147
C 7.02552 -2.44849 8.09470
N 7.76232 -1.21134 8.02808
C 8.94663 -0.84757 8.57140
C 9.25877 0.44940 8.23235
N 8.18106 0.96362 7.55577
C 7.33179 -0.08093 7.38742
C 7.94426 2.23437 6.91893
H 6.49796 -2.30272 5.90735
H 6.38466 -3.96083 6.53196
H 7.86698 -3.19467 6.34267
H 7.63019 -3.14037 8.66219
H 6.03902 -2.30725 8.51470
H 9.46969 -1.62458 9.11019
H 10.09446 0.99707 8.52602
H 6.42101 -0.03878 6.84192
H 8.39231 2.11824 5.93852
H 8.30638 3.04130 7.47338
H 6.88883 2.29714 6.75941
C -9.65344 -2.80219 4.99092
C -8.79731 -1.67235 4.37480
N -7.90619 -2.05200 3.23435
C -7.32967 -1.18413 2.33525
C -6.34231 -1.89912 1.72370
N -6.36137 -3.22790 2.19527
C -7.37985 -3.29051 3.06793
C -5.55279 -4.26727 1.55552
H -10.39023 -2.38016 5.67893
H -9.06719 -3.51607 5.52502
H -10.19928 -3.51296 4.35829
H -8.15743 -1.24677 5.16587
H -9.44445 -0.86500 4.03533
H -7.69066 -0.20095 2.22770
H -5.67435 -1.59006 0.91819
H -7.78243 -4.18349 3.49298
H -4.76053 -3.71789 1.05682
H -6.14095 -4.82158 0.83933
H -5.27763 -4.96327 2.30917
C 0.74664 -6.26431 3.37693
C 1.52025 -6.76788 2.23325
C 2.68128 -7.63537 2.67482
N 3.41367 -8.20503 1.43208
C 3.98222 -7.11722 0.59345
C 2.48609 -9.03615 0.60556
C 3.41956 -9.95070 -0.19895
C 4.80003 -9.97820 0.62329
C 4.54228 -9.06520 1.81035
H 1.41719 -5.92347 4.12520
H 0.05916 -6.98856 3.78219
H 0.07023 -5.45414 3.13128
H 1.84289 -6.04578 1.52779
H 0.81459 -7.42005 1.65054
H 2.36592 -8.47416 3.27734
H 3.40855 -6.97855 3.19155
H 3.19711 -6.44783 0.18206
H 4.44739 -7.66594 -0.21230
H 4.67343 -6.54202 1.16782
H 1.85649 -8.40823 -0.00969
H 1.94668 -9.60273 1.39068
H 3.49385 -9.49252 -1.20631
H 2.99071 -10.96250 -0.30006
H 5.65825 -9.67930 -0.01112
H 4.98382 -10.97386 1.00020
H 5.41479 -8.46010 2.05168
H 4.11499 -9.63468 2.62911
C 7.34843 1.43364 -10.84824
C 6.58756 0.70954 -11.71327
C 5.12932 0.38283 -11.45395
N 4.60979 -0.85117 -12.07434
C 4.97388 -0.89629 -13.43748
C 3.07161 -0.96254 -12.05593
C 2.94293 -2.48183 -12.18944
C 3.98049 -3.24040 -11.56313
C 5.03043 -2.08367 -11.42457
H 8.28933 1.76630 -11.20692
H 10.07935 -0.52849 -7.80753
H 6.90085 1.88569 -9.95127
H 7.22291 0.36631 -10.88611
H 6.96208 0.33587 -12.63457
H 4.46966 1.12308 -11.98812
H 4.81801 0.39333 -10.43107
H 4.52765 -0.10933 -14.05210
H 4.55942 -1.73170 -14.04537
H 6.05510 -1.04175 -13.63784
H 2.64602 -0.33732 -12.80671
H 2.62249 -0.65294 -11.08277
H 1.99046 -2.81687 -12.70836
H 3.66078 -3.64437 -10.32719
H 4.39077 -2.62472 -13.69321
H 3.89757 -4.23053 -12.11451
H 6.02006 -2.44710 -11.85822
H 5.12043 -1.97812 -10.35962
C 4.38612 2.16109 -2.44953
C 5.86375 1.91701 -2.21932
C 6.42663 2.29579 -0.87469
N 7.89187 1.79973 -0.72559
C 7.98442 0.37146 -0.98445
C 8.36667 2.15794 0.62972
C 8.80475 3.65526 0.53003
C 9.07023 3.94660 -0.97154
C 8.76927 2.65676 -1.67099
H 4.09719 1.62928 -3.32181
H 4.19710 3.21587 -2.65117
H 3.77864 1.89068 -1.56020
H 6.40865 2.31962 -3.06003
H 6.00098 0.82958 -2.30502
H 5.82243 1.74225 -0.09350
H 6.50975 3.33882 -0.72601
H 7.80802 0.10829 -1.99668
H 7.22527 -0.20133 -0.41866
H 8.96520 -0.07626 -0.67909
H 9.25502 1.53607 0.75038
H 7.69671 1.93364 1.42465
H 9.54278 3.93336 1.28210
H 7.94770 4.32396 0.85397
H 10.03933 4.40836 -1.29417
H 8.31858 4.75052 -1.24773
H 9.64354 2.00395 -1.93035
H 8.12890 2.79819 -2.51119
C -8.17531 6.18026 -1.87320
C -8.33860 5.09847 -3.01155
C -9.20833 4.02433 -2.38848
N -9.58050 2.75468 -3.14526
C -8.36850 1.91497 -3.47121
C -10.38708 2.96369 -4.43152
C -11.15126 1.66475 -4.60852
C -11.22905 0.98000 -3.16397
C -10.59948 2.04218 -2.27159
H -7.46656 6.96784 -2.18952
H -7.73410 5.66532 -0.98042
H -9.06683 6.76609 -1.58326
H -7.41563 4.65026 -3.30413
H -8.73139 5.45411 -3.96814
H -10.15264 4.41259 -2.02233
H -8.74049 3.60114 -1.49267
H -8.68431 1.11428 -4.14997
H -7.98407 1.49298 -2.53111
H -7.68645 2.61922 -3.96713
H -9.70535 3.20991 -5.24497
H -11.03283 3.83901 -4.27406
H -10.70427 0.91028 -5.21625
H -12.17229 1.82665 -4.91172
H -10.62945 -0.00879 -3.05206
H -12.25706 0.78722 -2.81911
H -10.10538 1.72120 -1.37793
H -11.39321 2.76805 -2.03979
B -1.24767 -3.53489 -0.40733
F -1.77406 -3.96619 0.87761
F -1.89805 -2.24558 -0.70335
F 0.12251 -3.27303 -0.38209
F -1.45632 -4.48542 -1.43332
B -4.68343 1.08617 -0.33301
F -3.87944 0.28566 -1.08880
F -6.04267 1.06177 -0.71472
F -4.63791 0.55985 0.93714
F -4.20030 2.39207 -0.27614
Cl 5.15124 -0.14645 2.16020
*
```

Values from the calculation:
- electronic energy (eV) = -132137.908
- LUMO energy (eV) = -10.1
- HOMO energy (eV) = -13.30
- energy relative to the best compared isomer or geometry (same formula, charge and spin) (kJ/mol) = 947.3
- orbital gap (eV) = 3.1915

Atomic partial charges in e from the Mulliken method, atoms 1 to 6: atom 1 (C): -1.13, atom 2 (C): -0.19, atom 3 (N): 0.25, atom 4 (C): -0.34, atom 5 (C): -0.90, atom 6 (N): 0.26